Here is C33H35BaN2O2PSeSi as an isolated structure from OMol25. Energies are from ωB97M-V with the def2-TZVPD basis set.

Its HOMO-LUMO gap is 6.0 eV. The calculation puts the HOMO energy at -6.04 eV. The value obtained for the LUMO energy is -0.02 eV.

Geometry (Å):
1 Ba 0.487 -0.931 -2.065
2 O 3.290 -2.937 -1.787
3 C 2.905 -1.971 -1.129
4 C 3.620 -1.569 0.118
5 C 4.998 -1.337 0.090
6 C 5.666 -0.922 1.229
7 C 4.972 -0.766 2.422
8 C 3.603 -0.988 2.458
9 C 2.907 -1.363 1.309
10 P 1.081 -1.528 1.238
11 C 0.651 -1.389 3.018
12 C 0.635 -2.470 3.894
13 C 0.332 -2.277 5.234
14 C 0.040 -1.007 5.711
15 C 0.045 0.074 4.842
16 C 0.341 -0.118 3.501
17 C 0.812 -3.318 0.960
18 C -0.490 -3.721 0.656
19 C -0.778 -5.064 0.459
20 C 0.232 -6.011 0.555
21 C 1.529 -5.614 0.846
22 C 1.821 -4.274 1.048
23 H 5.535 -1.499 -0.838
24 H 6.734 -0.740 1.200
25 H 5.496 -0.486 3.327
26 H 3.067 -0.862 3.389
27 H 0.854 -3.465 3.528
28 H 0.331 -3.122 5.910
29 H -0.207 -0.863 6.755
30 H -0.184 1.067 5.209
31 H 0.327 0.720 2.813
32 H -1.276 -2.977 0.567
33 H -1.792 -5.365 0.228
34 H 0.010 -7.058 0.392
35 H 2.322 -6.348 0.915
36 H 2.837 -3.970 1.267
37 C -5.845 -0.069 -0.817
38 Si -4.872 -1.455 -1.666
39 C -5.489 -3.126 -1.033
40 C -5.253 -1.388 -3.517
41 Se -2.721 -1.135 -1.138
42 H -6.927 -0.202 -0.922
43 H -5.577 0.900 -1.243
44 H -5.602 -0.042 0.246
45 H -6.580 -3.189 -1.104
46 H -5.206 -3.276 0.009
47 H -5.065 -3.944 -1.618
48 H -6.335 -1.441 -3.675
49 H -4.797 -2.228 -4.045
50 H -4.891 -0.466 -3.975
51 C -0.770 5.376 -0.725
52 N -0.773 4.253 -1.643
53 N 0.298 3.385 -1.715
54 C -0.127 2.195 -2.271
55 O 0.655 1.240 -2.513
56 C -1.525 2.327 -2.463
57 C -1.879 3.578 -2.044
58 C -3.230 4.190 -1.955
59 C 1.644 3.838 -1.717
60 C 1.997 4.986 -2.420
61 C 3.319 5.398 -2.439
62 C 4.288 4.655 -1.779
63 C 3.931 3.504 -1.092
64 C 2.608 3.094 -1.050
65 H 0.254 5.660 -0.507
66 H -1.269 5.125 0.214
67 H -1.277 6.220 -1.189
68 H -2.174 1.554 -2.839
69 H -3.970 3.481 -2.314
70 H -3.284 5.101 -2.553
71 H -3.472 4.449 -0.923
72 H 1.240 5.539 -2.962
73 H 3.594 6.290 -2.985
74 H 5.322 4.972 -1.805
75 H 4.684 2.920 -0.580
76 H 2.321 2.203 -0.507

Force components x, y, z for each atom (eV/Å):
-0.7 -3.3 0.6
0.2 0.1 -0.1
-0.9 0.4 0.1
0.8 -0.2 0.2
-0.1 -0.1 0.1
0.1 0.0 0.1
0.0 0.0 -0.1
-0.2 0.0 0.0
0.1 0.1 -0.2
0.2 -0.2 0.1
-0.2 0.2 -0.2
0.0 0.1 0.0
0.0 0.0 0.0
0.0 0.0 0.0
0.0 0.1 0.0
0.0 -0.1 0.0
0.0 0.0 0.0
0.1 0.1 0.0
0.0 0.0 0.0
0.0 0.0 0.0
0.1 0.0 0.0
0.0 0.0 0.0
0.0 0.0 0.0
0.0 0.0 0.0
0.0 0.1 0.0
0.0 0.0 0.0
0.0 0.0 0.0
0.0 0.0 0.0
0.0 0.0 0.0
0.0 0.0 0.0
0.0 0.0 0.0
0.0 -0.1 0.0
0.0 0.0 0.0
0.0 0.0 0.0
0.0 0.0 0.0
0.0 0.0 0.0
-0.1 -0.2 -0.1
0.0 0.1 0.1
0.0 0.2 0.0
0.0 0.0 0.1
0.4 0.1 -0.3
0.0 0.0 0.0
0.0 0.0 0.0
0.0 0.0 0.0
0.0 0.0 0.0
0.0 0.0 0.0
0.0 0.0 0.0
0.0 0.0 0.0
0.0 0.0 0.0
0.0 0.0 0.0
0.0 0.0 0.2
0.0 0.1 -0.3
0.0 -0.4 0.0
-0.5 0.8 0.3
0.3 2.5 -0.6
0.1 -0.2 -0.2
0.1 0.0 0.0
0.0 0.0 0.0
0.3 0.2 0.0
-0.1 -0.1 0.0
0.0 0.0 0.0
0.0 0.0 0.0
0.0 0.0 0.0
-0.1 0.0 0.0
0.0 0.0 -0.1
0.0 0.0 0.0
0.0 0.0 0.0
0.0 0.0 0.1
0.0 0.0 0.0
0.0 0.0 0.0
0.0 0.0 0.0
0.0 0.0 0.0
0.0 0.0 0.0
0.0 0.0 0.0
0.0 0.0 0.0
0.0 0.0 0.0

---

Here is C33H35BrF3N7O3PReS as an isolated structure from OMol25. Energies are from ωB97M-V with the def2-TZVPD basis set.

The total charge is +3. Its HOMO-LUMO gap (spin up / spin down) is 6.4 / 5.0 eV. The calculation puts the HOMO energy (spin up / spin down) at -14.70 / -14.70 eV. The spin multiplicity is 4. The value obtained for the LUMO energy (spin up / spin down) is -8.34 / -9.74 eV.

Geometry (Å):
1 Re 0.085 0.950 -0.655
2 O -4.864 -1.442 -1.078
3 C -4.881 -0.410 -1.980
4 C -6.047 -0.185 -2.696
5 C -6.101 0.856 -3.605
6 C -4.996 1.676 -3.814
7 C -3.841 1.463 -3.086
8 C -3.781 0.429 -2.155
9 C -2.576 0.207 -1.293
10 O -1.680 1.307 -1.298
11 N -1.865 -0.992 -1.737
12 N -0.483 -0.970 -1.368
13 C 0.065 -2.140 -1.505
14 C 1.449 -2.487 -1.552
15 Br 2.691 -1.179 -2.156
16 C 1.877 -3.775 -1.467
17 C 1.118 -4.917 -1.021
18 C 0.070 -4.837 -0.087
19 C -0.649 -5.966 0.253
20 C -0.330 -7.189 -0.327
21 C 0.728 -7.292 -1.224
22 C 1.462 -6.170 -1.554
23 H -3.996 -1.859 -1.060
24 H -6.892 -0.840 -2.534
25 H -7.010 1.025 -4.165
26 H -5.045 2.479 -4.536
27 H -2.982 2.109 -3.216
28 H -2.903 0.036 -0.260
29 H -1.918 -1.051 -2.752
30 H -0.622 -2.965 -1.685
31 H 2.892 -3.979 -1.796
32 H -0.132 -3.900 0.420
33 H -1.443 -5.908 0.985
34 H -0.892 -8.073 -0.057
35 H 0.982 -8.250 -1.655
36 H 2.290 -6.248 -2.247
37 O 0.150 2.892 -0.087
38 N 0.009 3.782 -1.112
39 C -0.544 4.975 -0.817
40 C -0.661 5.927 -1.794
41 C -0.205 5.636 -3.080
42 C 0.347 4.400 -3.352
43 C 0.453 3.449 -2.343
44 S 1.143 1.864 -2.573
45 H -0.868 5.096 0.206
46 H -1.110 6.880 -1.554
47 H -0.292 6.373 -3.867
48 H 0.695 4.142 -4.342
49 C 4.051 0.579 3.248
50 N 3.520 1.968 2.840
51 C 4.587 2.630 1.939
52 N 4.875 1.799 0.828
53 C 5.353 0.487 1.264
54 N 4.355 -0.190 2.096
55 C 3.182 -0.624 1.344
56 P 2.332 0.841 0.586
57 C 2.200 1.860 2.137
58 C 3.790 1.717 -0.143
59 H 3.285 0.109 3.864
60 H 4.945 0.761 3.843
61 H 3.404 2.537 3.682
62 H 5.466 2.765 2.568
63 H 4.193 3.599 1.635
64 H 6.267 0.615 1.843
65 H 5.578 -0.127 0.393
66 H 2.495 -1.155 2.007
67 H 3.488 -1.312 0.557
68 H 1.481 1.412 2.826
69 H 1.854 2.861 1.879
70 H 3.479 2.715 -0.458
71 H 4.130 1.189 -1.033
72 F -1.994 -0.474 5.910
73 C -2.869 -0.613 4.906
74 F -3.915 0.169 5.137
75 F -3.268 -1.883 4.869
76 C -2.180 -0.242 3.602
77 C -2.404 0.980 2.993
78 C -1.723 1.272 1.825
79 N -0.854 0.414 1.269
80 C -0.650 -0.778 1.862
81 C -1.289 -1.141 3.026
82 H -3.107 1.691 3.405
83 H -1.880 2.202 1.295
84 H 0.034 -1.455 1.365
85 H -1.111 -2.111 3.469

Force components x, y, z for each atom (eV/Å):
0.0 -0.1 0.1
0.0 0.0 0.1
0.0 0.0 -0.1
0.0 0.0 0.0
0.0 0.0 0.0
0.0 0.0 0.0
0.0 0.0 0.0
0.0 0.0 0.0
0.0 -0.1 0.0
0.0 0.0 0.0
-0.1 0.0 -0.1
0.0 0.0 -0.1
0.0 0.0 0.1
0.0 0.0 0.0
0.0 0.0 0.0
0.0 0.0 0.0
0.0 0.0 0.0
0.0 0.0 0.0
0.0 0.0 0.0
0.0 0.0 0.0
0.0 0.0 0.0
0.0 0.0 0.0
0.0 0.0 0.0
0.0 0.0 0.0
0.0 0.0 0.0
0.0 0.0 0.0
0.0 0.0 0.0
0.0 0.0 0.0
0.1 0.0 0.0
0.0 0.0 0.0
0.0 0.0 0.0
0.0 0.0 0.0
0.0 0.0 0.0
0.0 0.0 0.0
0.0 0.0 0.0
0.0 0.0 0.0
0.1 0.0 0.0
0.0 0.0 0.0
0.0 0.0 0.0
0.0 0.0 0.0
0.0 0.0 0.0
0.0 0.0 0.0
0.0 0.0 0.0
-0.1 0.0 0.0
0.0 0.0 0.0
0.0 0.0 0.0
0.0 0.0 0.0
0.0 0.0 0.0
0.0 0.0 0.0
0.0 0.0 0.0
0.0 0.0 0.0
0.0 0.0 0.0
0.0 0.0 0.0
0.0 0.0 0.0
0.0 0.0 0.0
0.0 0.0 0.0
0.0 0.0 0.0
0.0 0.0 0.0
0.0 0.0 0.0
0.0 0.0 0.0
0.0 0.0 0.0
0.0 0.0 0.0
0.0 0.0 0.0
0.0 0.0 0.0
0.0 0.0 0.0
0.0 0.0 0.0
0.0 0.0 0.0
0.0 0.0 0.0
0.0 0.0 0.0
0.0 0.0 0.0
0.0 0.0 0.0
0.0 0.0 0.0
0.0 0.0 0.0
0.0 0.0 0.0
0.0 0.0 0.0
0.0 0.0 0.0
0.0 0.0 0.0
0.0 0.0 0.0
0.0 0.0 0.0
0.0 0.0 0.0
0.0 0.0 0.0
0.0 0.0 0.0
0.0 0.0 0.0
0.0 0.0 0.0
0.0 0.0 0.0

---

Here is a 6-piece molecular cluster, C33H35BrN8O2S overall from OMol25. Energies are from ωB97M-V with the def2-TZVPD basis set.

Its HOMO-LUMO gap is 8.0 eV. The calculation puts the HOMO energy at -9.16 eV. The value obtained for the LUMO energy is -1.12 eV.

Geometry (Å):
1 N 5.628 2.534 1.533
2 C 5.940 3.168 0.277
3 N 6.046 4.633 0.441
4 N 7.252 2.691 -0.138
5 C 4.875 2.825 -0.816
6 C 3.464 2.862 -0.346
7 C 2.561 3.812 -0.633
8 S 2.873 5.232 -1.650
9 C 1.159 3.674 -0.108
10 O 0.198 4.020 -0.733
11 C 1.073 3.007 1.230
12 Br -0.257 3.576 2.404
13 C 1.945 2.043 1.513
14 C 2.976 1.715 0.500
15 O 3.372 0.588 0.332
16 H 4.846 3.016 1.967
17 H 6.420 2.677 2.154
18 H 6.038 5.088 -0.467
19 H 5.222 4.960 0.936
20 H 7.300 1.689 0.013
21 H 7.383 2.840 -1.132
22 H 5.071 1.813 -1.182
23 H 5.018 3.510 -1.650
24 H 3.066 6.091 -0.643
25 H 1.906 1.490 2.445
26 C 0.461 1.954 8.040
27 C 0.475 0.779 7.304
28 C 0.525 0.869 5.922
29 N 0.558 2.023 5.258
30 C 0.542 3.142 5.978
31 C 0.494 3.162 7.364
32 H 0.422 1.927 9.121
33 H 0.447 -0.187 7.789
34 H 0.536 -0.028 5.311
35 H 0.560 4.068 5.412
36 H 0.482 4.103 7.896
37 C 0.611 -1.447 0.290
38 C 0.343 -2.737 -0.142
39 C -0.979 -3.131 -0.285
40 N -2.015 -2.333 -0.026
41 C -1.744 -1.098 0.389
42 C -0.458 -0.607 0.561
43 H 1.630 -1.104 0.411
44 H 1.143 -3.430 -0.367
45 H -1.219 -4.132 -0.625
46 H -2.604 -0.470 0.593
47 H -0.305 0.410 0.898
48 C -0.168 -7.622 -4.479
49 C 0.912 -7.499 -3.618
50 C 0.715 -6.861 -2.404
51 N -0.454 -6.355 -2.017
52 C -1.480 -6.481 -2.858
53 C -1.394 -7.103 -4.095
54 H -0.055 -8.115 -5.437
55 H 1.886 -7.889 -3.879
56 H 1.535 -6.747 -1.701
57 H -2.420 -6.058 -2.521
58 H -2.269 -7.172 -4.732
59 C -5.885 -6.530 -8.160
60 C -4.711 -5.805 -8.039
61 C -3.937 -5.989 -6.904
62 N -4.261 -6.825 -5.920
63 C -5.393 -7.513 -6.048
64 C -6.236 -7.404 -7.144
65 H -6.517 -6.415 -9.032
66 H -4.399 -5.110 -8.806
67 H -3.009 -5.442 -6.771
68 H -5.634 -8.183 -5.231
69 H -7.143 -7.989 -7.196
70 C -4.531 6.880 2.363
71 C -4.552 5.507 2.546
72 C -3.607 4.940 3.386
73 N -2.674 5.640 4.029
74 C -2.666 6.958 3.841
75 C -3.567 7.624 3.025
76 H -5.251 7.362 1.714
77 H -5.283 4.886 2.048
78 H -3.590 3.869 3.557
79 H -1.896 7.505 4.374
80 H -3.512 8.698 2.912

Force components x, y, z for each atom (eV/Å):
0.0 0.1 0.1
0.1 0.5 -0.5
-0.2 -0.3 0.2
0.0 -0.2 0.1
0.1 -0.6 0.0
-0.1 0.5 -0.1
0.1 0.0 0.3
0.1 -0.1 -0.4
0.3 -0.2 0.0
-0.3 0.3 0.0
0.2 -0.1 0.1
-0.3 0.1 -0.2
-0.2 0.2 0.3
-0.1 -0.2 -0.1
0.2 0.0 0.0
0.0 -0.1 0.0
0.0 0.0 0.0
0.1 0.1 0.0
0.0 0.1 -0.1
-0.1 0.0 0.0
0.1 0.1 0.0
0.0 0.0 0.2
0.0 0.0 0.0
-0.1 0.0 0.1
0.0 -0.1 -0.1
0.0 0.0 0.0
0.0 0.0 0.0
0.0 0.0 -0.1
0.1 -0.1 0.1
0.0 0.0 -0.1
0.0 0.0 0.0
0.0 0.0 0.0
0.0 0.0 0.0
0.0 0.0 0.0
0.0 0.0 0.0
0.0 0.0 0.0
0.0 0.0 0.0
0.0 0.0 0.0
-0.1 -0.1 0.0
0.0 0.0 0.0
-0.1 0.0 0.0
0.0 0.0 0.0
0.0 0.0 0.0
0.0 0.0 0.0
0.1 0.0 0.0
0.0 0.0 0.0
0.0 0.0 0.0
0.0 0.0 0.0
0.0 0.0 0.0
0.0 0.0 0.1
0.0 0.0 0.0
0.0 0.0 0.1
0.0 0.0 -0.1
0.0 0.0 0.0
0.0 0.0 0.0
0.0 0.0 0.0
0.0 0.0 0.0
0.0 0.0 0.1
0.0 0.0 0.0
0.0 0.0 0.0
0.0 0.0 0.1
-0.1 0.0 -0.1
0.0 0.0 0.1
0.0 0.0 0.0
0.0 0.0 0.0
0.0 0.0 0.0
0.0 0.0 0.0
0.0 0.0 0.0
0.0 0.0 0.0
0.0 0.0 0.0
0.0 0.0 0.0
0.1 -0.1 0.1
0.0 0.0 0.0
0.1 0.0 0.0
0.0 0.0 0.0
0.0 0.0 0.0
0.0 0.0 0.0
0.0 0.0 0.0
0.0 0.0 0.0
0.0 0.0 0.0

---

Max |F|
In order: 3.5, 0.1, 0.8
Unit: eV Å⁻¹